Formula: C15H19ClN2O
Source: the Open Molecules 2025 dataset
Level of theory: ωB97M-V/def2-TZVPD

Last column: Löwdin charge in e.
Geometry (Å):
C1 -0.19 0.06 -2.46  -0.026
C2 -1.12 0.18 -1.29  -0.191
C3 -1.95 -0.88 -0.97  -0.065
C4 -2.84 -0.78 0.08  -0.667
Cl1 -3.85 -2.12 0.49  0.667
C5 -2.95 0.40 0.80  -0.072
C6 -2.13 1.48 0.50  -0.193
C7 -2.29 2.76 1.26  -0.034
C8 -1.20 1.36 -0.54  -0.199
O1 -0.37 2.43 -0.85  -0.075
C9 0.72 2.60 0.04  -0.187
C10 1.82 1.57 -0.20  -0.174
C11 2.91 1.61 0.87  -0.171
C12 4.02 0.59 0.57  -0.147
N1 3.47 -0.73 0.38  -0.109
C13 2.98 -1.56 1.35  -0.076
C14 2.44 -2.63 0.69  -0.155
N2 2.59 -2.48 -0.65  0.056
C15 3.20 -1.33 -0.80  -0.204
H1 0.28 1.01 -2.67  0.076
H2 0.58 -0.69 -2.25  0.074
H3 -0.74 -0.27 -3.34  0.087
H4 -1.89 -1.80 -1.54  0.116
H5 -3.67 0.48 1.60  0.112
H6 -1.77 2.71 2.22  0.086
H7 -3.34 2.94 1.47  0.083
H8 -1.89 3.59 0.69  0.082
H9 0.39 2.54 1.08  0.121
H10 1.09 3.61 -0.16  0.135
H11 2.26 1.74 -1.19  0.125
H12 1.36 0.58 -0.20  0.108
H13 3.36 2.61 0.91  0.118
H14 2.47 1.39 1.84  0.116
H15 4.54 0.87 -0.35  0.128
H16 4.74 0.56 1.39  0.126
H17 3.05 -1.32 2.39  0.113
H18 1.96 -3.50 1.10  0.092
H19 3.48 -0.91 -1.75  0.125

The calculation puts the LUMO energy at 0.68 eV. As for the SMILES: Cc1cc(Cl)cc(C)c1OCCCCn1ccnc1. For the energy, the calculation gives -1227.92943 hartree.